ORCA calculation (wB97M-V/def2-TZVPD) on a 2-piece molecular cluster, C3H6F2O overall.

The calculation puts the LUMO energy (spin up / spin down) at 0.671 / 0.120 eV. The spin multiplicity is 1. The value obtained for the HOMO-LUMO gap (spin up / spin down) is 9.6 / 8.0 eV. Its HOMO energy (spin up / spin down) is -8.928 / -7.830 eV. The calculated total energy is -10686.78785 eV.

Last column: natural (NBO) charge in e.
CARTESIAN COORDINATES (ANGSTROEM)
C -2.385 0.074 0.216  -0.519
C 1.185 0.901 0.106  -0.077
C 0.910 -0.544 -0.045  0.597
O 1.064 -1.145 -1.235  -0.673
F 2.557 1.181 0.053  -0.374
F 1.161 -1.333 1.025  -0.341
H -2.230 0.700 -0.635  0.164
H -2.657 -0.949 0.073  0.167
H -2.360 0.490 1.197  0.166
H 0.843 1.258 1.080  0.194
H 0.736 1.464 -0.713  0.193
H 1.176 -2.098 -1.123  0.501

ORCA calculation (wB97M-V/def2-TZVPD) on a 2-piece molecular cluster, C3H6F2O2 overall in a non-equilibrium geometry.

The calculation puts the LUMO energy at 0.312 eV. The spin multiplicity is 1. The value obtained for the HOMO-LUMO gap is 9.8 eV. Its HOMO energy is -9.477 eV. The calculated total energy is -12735.06913 eV.

Last column: natural (NBO) charge in e.
CARTESIAN COORDINATES (ANGSTROEM)
C 1.900 0.182 -0.011  -0.646
C 0.440 0.102 -0.291  0.346
C -2.315 0.314 0.333  0.843
O 0.076 -1.264 -0.703  -0.776
O -0.305 0.506 0.815  -0.708
F -2.212 0.469 -0.905  -0.249
F -2.545 -0.914 0.689  -0.271
H 2.475 -0.421 -0.773  0.223
H 2.375 1.261 -0.060  0.214
H 2.012 -0.130 1.017  0.218
H 0.240 0.736 -1.123  0.131
H -2.528 1.142 1.102  0.205
H 0.385 -1.983 -0.089  0.470

ORCA calculation (wB97M-V/def2-TZVPD) on a 2-piece molecular cluster, C3H6F2O2P overall in a non-equilibrium geometry.

The calculation puts the LUMO energy (spin up / spin down) at 4.031 / 4.036 eV. The spin multiplicity is 1. The value obtained for the HOMO-LUMO gap (spin up / spin down) is 7.2 / 6.9 eV. Its HOMO energy (spin up / spin down) is -3.211 / -2.895 eV. The calculated total energy is -22026.76101 eV. The charge is -1.

Last column: natural (NBO) charge in e.
CARTESIAN COORDINATES (ANGSTROEM)
C -0.787 -0.001 -0.779  -0.671
C -0.305 -0.621 0.498  -0.622
C 2.930 1.089 0.452  0.311
O 3.292 -1.591 0.929  -1.143
O 2.615 -1.175 -1.586  -1.112
F 4.174 1.288 -0.136  -0.372
F 1.995 1.969 0.001  -0.366
P 2.513 -0.860 -0.129  1.913
H -0.760 1.059 -0.815  0.207
H -0.138 -0.342 -1.708  0.219
H -1.763 -0.567 -0.970  0.180
H -0.662 -1.435 0.966  0.164
H -0.115 0.011 1.365  0.166
H 2.951 1.183 1.483  0.125

ORCA calculation (wB97M-V/def2-TZVPD) on a 2-piece molecular cluster, C3H6F2OP2 overall in a non-equilibrium geometry.

The calculation puts the LUMO energy at -0.377 eV. The spin multiplicity is 1. The value obtained for the HOMO-LUMO gap is 8.2 eV. Its HOMO energy is -8.610 eV. The calculated total energy is -29262.95841 eV.

Last column: natural (NBO) charge in e.
CARTESIAN COORDINATES (ANGSTROEM)
C 0.175 0.177 -0.165  0.192
C -0.334 -1.222 0.080  0.297
C -0.308 1.428 -0.924  -0.047
O 0.624 -0.907 -0.871  -0.486
F 0.071 -1.817 1.167  -0.316
F 0.038 2.525 -0.206  -0.359
P 1.785 1.036 1.781  0.093
P -1.978 -1.850 -0.511  0.235
H -1.427 1.421 -0.822  0.210
H 0.395 1.461 -1.759  0.208
H 1.881 2.401 1.355  -0.017
H 3.064 0.821 1.040  -0.016
H -2.470 -2.351 0.749  0.007
H -1.515 -3.122 -0.914  -0.001

ORCA calculation (wB97M-V/def2-TZVPD) on C3H6F3OPb as an isolated structure in a non-equilibrium geometry.

The calculation puts the LUMO energy (spin up / spin down) at -0.995 / -0.940 eV. The expectation value of S² is 0.7580. The spin multiplicity is 2. The value obtained for the HOMO-LUMO gap (spin up / spin down) is 6.0 / 6.6 eV. Its HOMO energy (spin up / spin down) is -6.959 / -7.528 eV. The calculated total energy is -18648.32737 eV.

Last column: natural (NBO) charge in e.
CARTESIAN COORDINATES (ANGSTROEM)
H -0.355 0.932 -1.027  0.264
C -0.646 0.152 -1.750  0.881
F -2.233 0.575 -1.204  -0.563
F -0.015 0.775 -2.785  -0.327
F -0.922 -1.028 -2.360  -0.271
Pb -2.709 0.033 1.551  0.569
C 1.501 0.592 1.238  -0.244
O 1.157 -0.358 0.267  -0.591
C -0.155 -0.884 0.404  -0.586
H 2.469 1.026 0.958  0.192
H 0.738 1.384 1.347  0.164
H 1.593 0.103 2.224  0.163
H -0.405 -1.787 -0.172  0.198
H -0.016 -1.516 1.309  0.152

ORCA calculation (wB97M-V/def2-TZVPD) on a 2-piece molecular cluster, C3H6FN overall in a non-equilibrium geometry.

The calculation puts the LUMO energy at 0.919 eV. The spin multiplicity is 1. The value obtained for the HOMO-LUMO gap is 10.1 eV. Its HOMO energy is -9.192 eV. The calculated total energy is -7412.36869 eV.

Last column: natural (NBO) charge in e.
CARTESIAN COORDINATES (ANGSTROEM)
C -2.187 0.154 -0.228  -0.407
C -1.190 0.884 0.194  -0.413
C 2.331 0.282 -0.362  0.399
N 1.690 -0.887 0.000  -0.864
F 3.576 0.375 0.063  -0.344
H -2.681 -0.547 0.550  0.179
H -2.604 -0.208 -1.255  0.221
H -0.812 1.097 1.179  0.213
H -0.664 1.527 -0.568  0.203
H 1.923 -1.672 0.626  0.387
H 0.618 -1.004 -0.199  0.425

ORCA calculation (wB97M-V/def2-TZVPD) on a 2-piece molecular cluster, C3H6FN2 overall in a non-equilibrium geometry.

The calculation puts the LUMO energy (spin up / spin down) at -9.687 / -9.745 eV. The spin multiplicity is 1. The value obtained for the HOMO-LUMO gap (spin up / spin down) is 5.8 / 5.7 eV. Its HOMO energy (spin up / spin down) is -15.511 / -15.495 eV. The calculated total energy is -8891.85807 eV. The charge is +1.

Last column: natural (NBO) charge in e.
CARTESIAN COORDINATES (ANGSTROEM)
C 0.710 0.767 0.506  0.853
C -0.312 -1.202 0.336  -0.224
C -0.613 -0.327 -0.914  -0.232
N 0.697 -0.397 1.047  -0.575
N -0.004 0.958 -0.539  -0.553
F 1.365 3.534 0.609  -0.255
H -1.199 -1.384 0.951  0.247
H 0.138 -2.166 0.084  0.259
H -0.182 -0.734 -1.835  0.248
H -1.681 -0.164 -1.073  0.260
H 1.251 -0.735 1.822  0.481
H -0.170 1.850 -0.994  0.491

ORCA calculation (wB97M-V/def2-TZVPD) on one molecule with the formula C3H6FN3 in a non-equilibrium geometry.

The calculation puts the LUMO energy at 0.408 eV. The spin multiplicity is 1. The value obtained for the HOMO-LUMO gap is 9.6 eV. The structure (SMILES) is [H]/N=C(/NN)C(=C)F. Its HOMO energy is -9.192 eV. The calculated total energy is -10394.18305 eV.

Last column: natural (NBO) charge in e.
CARTESIAN COORDINATES (ANGSTROEM)
H -0.628 -1.285 -1.949  0.359
N -0.528 -0.254 -1.863  -0.644
C -0.069 0.113 -0.706  0.332
N 0.135 1.491 -0.495  -0.464
N -0.526 2.063 0.631  -0.666
C 0.297 -0.819 0.423  0.332
C 0.956 -0.599 1.556  -0.441
F -0.165 -2.096 0.162  -0.345
H -0.136 1.979 -1.334  0.382
H 0.139 2.475 1.272  0.353
H -1.144 1.425 1.106  0.355
H 1.346 0.393 1.728  0.221
H 1.245 -1.399 2.178  0.226